{"formula": "C20H14AuBr4N2O7S", "method": "ωB97M-V with the def2-TZVPD basis set", "symbols": ["Au", "Br", "C", "C", "Br", "C", "Br", "C", "O", "C", "O", "C", "Br", "C", "C", "C", "C", "C", "C", "C", "S", "O", "O", "N", "C", "C", "O", "O", "H", "H", "H", "H", "H", "H", "H", "H", "H", "O", "N", "C", "C", "C", "C", "C", "H", "H", "H", "H", "H"], "positions_angstrom": [[0.281, 0.377, -0.070], [-1.722, -6.975, 0.599], [-1.513, -5.126, 0.212], [-2.256, -4.537, -0.847], [-3.463, -5.607, -1.852], [-2.104, -3.207, -1.149], [-3.058, -2.377, -2.550], [-1.207, -2.350, -0.434], [-1.068, -1.150, -0.762], [-0.448, -2.947, 0.699], [0.311, -2.263, 1.375], [-0.653, -4.364, 0.948], [0.376, -5.067, 2.366], [2.933, -4.599, -0.451], [3.088, -3.114, -0.253], [2.960, -2.229, -1.322], [3.030, -0.859, -1.126], [3.227, -0.362, 0.155], [3.391, -1.226, 1.224], [3.321, -2.595, 1.015], [3.238, 1.400, 0.436], [3.999, 2.001, -0.650], [3.830, 1.588, 1.751], [1.695, 1.775, 0.382], [1.429, 3.211, 0.247], [0.055, 3.683, 0.803], [0.015, 4.872, 1.169], [-0.910, 2.875, 0.733], [2.773, -4.842, -1.502], [2.079, -4.978, 0.116], [3.817, -5.142, -0.107], [2.772, -2.618, -2.317], [2.896, -0.167, -1.947], [3.536, -0.809, 2.211], [3.402, -3.271, 1.860], [1.451, 3.494, -0.813], [2.196, 3.795, 0.758], [-0.192, 1.689, -2.904], [-1.458, 1.537, -2.877], [-2.102, 1.001, -3.948], [-3.470, 0.862, -3.967], [-4.223, 1.246, -2.867], [-3.545, 1.758, -1.769], [-2.175, 1.903, -1.777], [-1.443, 0.712, -4.752], [-3.931, 0.432, -4.848], [-5.298, 1.130, -2.858], [-4.065, 2.055, -0.869], [-1.595, 2.263, -0.923]], "e_lumo_ev": [3.5, 3.0], "charge": -2, "e_above_lowest_ev": 0.6457, "homo_energy_ha": [-0.07296, -0.07314], "spin_multiplicity": 2}